# 1
{"formula": "C22H28N8O2RhS", "method": "wB97M-V/def2-TZVPD", "largest_force_ha_per_bohr": 0.0159, "e_tot_ha": -1952.24159, "gap_ev": 6.81, "lumo_ev": -4.066, "e_above_lowest_kj_mol": 16.7, "charge": 1, "species": ["Rh", "O", "C", "C", "C", "C", "C", "C", "C", "N", "N", "C", "O", "C", "C", "C", "C", "C", "C", "H", "H", "H", "H", "H", "H", "H", "H", "H", "H", "C", "N", "C", "N", "S", "H", "H", "H", "H", "H", "H", "C", "N", "C", "N", "C", "N", "C", "N", "C", "C", "H", "H", "H", "H", "H", "H", "H", "H", "H", "H", "H", "H"], "xyz": [[-0.896911, -0.166671, -0.085098], [-2.378024, -1.327947, 0.367050], [-3.431324, -0.932229, 1.070762], [-4.273707, -1.934728, 1.574588], [-5.410506, -1.617372, 2.280314], [-5.759658, -0.283981, 2.515126], [-4.952762, 0.711618, 2.027449], [-3.775170, 0.423771, 1.307595], [-3.026928, 1.552375, 0.830444], [-1.872462, 1.472913, 0.264599], [-1.248897, 2.643727, -0.133867], [-0.122532, 2.400145, -0.723874], [0.348892, 1.186429, -0.949867], [0.721564, 3.531457, -1.168343], [0.491390, 4.817949, -0.683740], [1.303379, 5.863843, -1.087969], [2.344927, 5.634696, -1.978638], [2.573260, 4.356346, -2.466599], [1.765090, 3.304310, -2.062365], [-4.005671, -2.965663, 1.386575], [-6.040427, -2.413834, 2.654527], [-6.654545, -0.038238, 3.068763], [-5.217099, 1.748703, 2.194871], [-3.450573, 2.545683, 0.945933], [-0.324352, 4.983221, 0.006146], [1.123492, 6.861279, -0.709908], [2.974844, 6.454976, -2.296386], [3.375208, 4.179151, -3.170897], [1.930216, 2.309495, -2.455115], [3.442107, 1.552466, 3.408212], [2.200071, 0.841294, 3.146335], [1.576758, 0.845215, 1.972289], [2.101213, 1.488700, 0.945270], [0.100724, -0.062177, 1.928969], [3.718408, 1.388158, 4.444667], [3.318281, 2.626027, 3.254056], [4.247992, 1.177945, 2.775043], [1.760465, 0.336086, 3.898277], [2.915266, 2.069718, 1.064688], [1.533101, 1.580139, 0.098668], [1.580993, -1.687123, -1.057714], [0.134156, -1.907566, -0.756396], [0.043265, -3.073210, 0.189285], [0.657764, -4.256980, -0.370414], [2.062915, -3.972230, -0.662285], [2.200936, -2.867620, -1.617002], [1.497184, -3.232683, -2.850861], [0.080386, -3.506618, -2.599309], [-0.530732, -2.324055, -2.039327], [-0.019742, -4.597313, -1.624061], [2.079577, -1.417253, -0.125674], [1.654861, -0.856620, -1.761632], [-1.010075, -3.247700, 0.395223], [0.550663, -2.789959, 1.111822], [2.530415, -4.862862, -1.081785], [2.576257, -3.711278, 0.265118], [1.962300, -4.122716, -3.273865], [1.584017, -2.416460, -3.570023], [-1.583030, -2.508076, -1.818917], [-0.442110, -1.493222, -2.744201], [0.436665, -5.492384, -2.046075], [-1.071792, -4.801092, -1.420459]], "forces_ev_per_a": [[0.7, 0.2, -0.4], [-0.3, -0.2, 0.3], [0.1, 0.0, -0.1], [-0.1, 0.0, 0.1], [0.1, -0.1, -0.1], [0.0, 0.1, 0.0], [-0.1, -0.1, 0.1], [0.0, 0.1, -0.1], [-0.1, -0.2, 0.1], [-0.1, 0.2, -0.1], [0.1, 0.0, 0.1], [-0.6, 0.3, -0.4], [-0.4, 0.0, -0.1], [0.0, 0.0, 0.0], [0.0, 0.0, 0.0], [0.0, 0.0, 0.0], [0.0, 0.0, 0.0], [0.0, 0.0, 0.0], [0.0, 0.0, 0.0], [0.0, 0.0, 0.0], [0.0, 0.0, 0.0], [0.0, 0.0, 0.0], [0.0, 0.0, 0.0], [0.0, 0.0, 0.0], [0.0, 0.0, 0.0], [0.0, 0.0, 0.0], [0.0, 0.0, 0.0], [0.0, 0.0, 0.0], [0.0, 0.0, 0.0], [0.0, 0.0, 0.0], [0.0, 0.0, 0.1], [0.1, 0.0, -0.2], [0.1, 0.1, 0.5], [-0.1, -0.2, 0.2], [0.0, 0.0, 0.0], [0.0, 0.0, 0.0], [0.0, 0.0, 0.0], [0.0, 0.0, 0.0], [0.0, 0.0, 0.0], [0.5, -0.5, 0.0], [0.0, 0.1, 0.0], [-0.1, -0.1, 0.1], [0.0, 0.0, 0.0], [0.0, 0.0, 0.0], [0.0, 0.0, 0.0], [0.0, 0.0, 0.0], [0.0, 0.0, 0.0], [0.0, 0.0, 0.0], [0.0, 0.0, 0.0], [0.0, 0.0, 0.0], [0.0, 0.0, 0.0], [0.0, 0.0, 0.0], [0.0, 0.0, 0.0], [0.0, 0.0, 0.0], [0.0, 0.0, 0.0], [0.0, 0.0, 0.0], [0.0, 0.0, 0.0], [0.0, 0.0, 0.0], [0.0, 0.0, 0.0], [0.0, 0.0, 0.0], [0.0, 0.0, 0.0], [0.0, 0.0, 0.0]], "mulliken_charge": [0.48, -0.53, 0.41, -0.37, -0.56, -0.74, -0.86, 0.66, -0.32, 0.68, -1.15, 0.45, -0.72, 0.65, -0.54, -0.71, -0.39, -0.77, -0.06, 0.45, 0.42, 0.41, 0.37, 0.41, 0.45, 0.40, 0.41, 0.42, 0.38, -1.08, -0.19, 0.74, -0.25, -0.38, 0.35, 0.35, 0.34, 0.27, 0.28, 0.16, -0.71, 1.29, -0.64, 0.06, -0.71, 0.16, -0.68, 0.07, -0.76, -0.73, 0.09, 0.15, 0.07, 0.38, 0.34, 0.33, 0.35, 0.34, 0.24, 0.35, 0.33, 0.36]}

***

# 2
{"formula": "C22H28NO5SSeV", "method": "wB97M-V/def2-TZVPD", "largest_force_ha_per_bohr": 0.0138, "e_tot_ha": -5029.48998, "gap_ev": [6.48, 7.76], "lumo_ev": [-4.944, -3.670], "e_above_lowest_kj_mol": 107.9, "charge": 1, "spin_multiplicity": 2, "species": ["V", "C", "C", "C", "C", "C", "C", "C", "S", "O", "O", "N", "C", "C", "O", "O", "H", "H", "H", "H", "H", "H", "H", "H", "H", "C", "C", "C", "C", "C", "C", "Se", "C", "C", "C", "H", "H", "H", "H", "H", "H", "H", "H", "H", "H", "H", "C", "C", "C", "O", "C", "H", "H", "H", "H", "H", "H", "H", "H"], "xyz": [[-0.636252, 0.335648, 0.066493], [-2.503297, -2.116163, -7.701528], [-2.267449, -1.603003, -6.312792], [-2.175180, -2.481365, -5.231578], [-1.958538, -2.014090, -3.950348], [-1.821493, -0.643435, -3.758985], [-1.907781, 0.259576, -4.812888], [-2.134822, -0.233202, -6.084010], [-1.572161, -0.043668, -2.158200], [-0.274495, -0.629167, -1.594586], [-1.419259, 1.404783, -2.150799], [-2.535684, -0.544949, -1.039955], [-3.659916, 0.295379, -0.650051], [-3.368731, 0.747022, 0.768404], [-4.107437, 0.821522, 1.688107], [-2.011621, 1.057433, 0.933181], [-2.631129, -3.196431, -7.712401], [-1.662308, -1.866703, -8.350005], [-3.393930, -1.660063, -8.135088], [-2.280787, -3.544879, -5.400752], [-1.900423, -2.697534, -3.113395], [-1.795379, 1.320061, -4.635468], [-2.207984, 0.456222, -6.915366], [-4.586634, -0.274635, -0.645965], [-3.789183, 1.181627, -1.278119], [4.659069, 1.479410, 4.885057], [3.744033, 1.625208, 3.702819], [2.474449, 2.175486, 3.839759], [1.615669, 2.325203, 2.755732], [0.258888, 2.938635, 2.955807], [2.059794, 1.883635, 1.504693], [0.878392, 2.062395, 0.001817], [3.339278, 1.346934, 1.319022], [3.869233, 0.901501, -0.015528], [4.157437, 1.225605, 2.436655], [4.164172, 1.775829, 5.808005], [5.547341, 2.100614, 4.763259], [4.995786, 0.447863, 4.994754], [2.142716, 2.505343, 4.817359], [0.100832, 3.177721, 4.005591], [-0.548363, 2.276679, 2.633697], [0.156294, 3.861323, 2.380714], [3.086304, 0.570123, -0.696601], [4.578100, 0.084440, 0.113974], [4.399547, 1.719080, -0.508576], [5.148094, 0.802087, 2.311615], [0.283767, -1.544669, 3.609334], [-1.135377, -1.899276, 3.131212], [-0.974757, -2.072973, 1.642204], [-0.000526, -1.017000, 1.294790], [1.035762, -1.115271, 2.353994], [0.779030, -2.400391, 4.064442], [0.262181, -0.742602, 4.343731], [-1.832237, -1.086104, 3.333395], [-1.522361, -2.802917, 3.597600], [-1.864250, -1.906719, 1.037632], [-0.507561, -3.015908, 1.354698], [1.514801, -0.148194, 2.418503], [1.736337, -1.863078, 1.984932]], "forces_ev_per_a": [[-0.4, 0.1, 0.3], [0.0, 0.0, 0.0], [0.0, 0.0, 0.0], [0.0, 0.0, 0.0], [0.0, 0.0, 0.0], [-0.1, 0.0, 0.0], [0.0, 0.0, 0.0], [0.0, 0.0, 0.0], [0.4, -0.2, -0.1], [-0.1, 0.0, -0.4], [-0.1, 0.0, -0.1], [0.2, 0.1, 0.2], [-0.2, -0.2, -0.1], [0.6, 0.2, 0.3], [-0.2, 0.0, -0.1], [-0.3, -0.2, -0.2], [0.0, 0.0, 0.0], [0.0, 0.0, 0.0], [0.0, 0.0, 0.0], [0.0, 0.0, 0.0], [0.0, 0.0, 0.0], [0.0, 0.0, 0.0], [0.0, 0.0, 0.0], [0.0, 0.0, 0.0], [0.0, 0.0, 0.1], [0.0, 0.0, 0.0], [0.0, 0.0, 0.0], [0.0, 0.0, 0.0], [0.0, 0.0, 0.0], [-0.1, 0.0, 0.0], [0.1, 0.1, 0.0], [0.3, 0.2, 0.0], [0.0, 0.0, 0.1], [0.0, 0.0, -0.1], [-0.1, 0.0, 0.0], [0.0, 0.0, 0.0], [0.0, 0.0, 0.0], [0.0, 0.0, 0.0], [0.0, 0.0, 0.0], [0.0, 0.0, 0.0], [0.0, 0.0, 0.0], [0.0, 0.0, 0.0], [0.0, 0.0, 0.0], [0.0, 0.0, 0.0], [0.0, 0.0, 0.0], [0.0, 0.0, 0.0], [0.0, 0.0, 0.1], [-0.1, -0.1, 0.0], [0.0, 0.1, -0.3], [0.0, -0.1, 0.3], [0.0, 0.1, -0.3], [0.0, 0.0, 0.0], [0.0, 0.0, 0.0], [0.0, 0.0, 0.0], [0.0, 0.0, 0.0], [0.0, 0.0, 0.0], [0.0, 0.0, 0.0], [0.0, 0.0, 0.0], [0.0, 0.0, 0.1]], "mulliken_spin": [1.33, 0.00, 0.00, 0.00, -0.01, 0.00, 0.00, 0.00, -0.01, -0.02, -0.01, 0.04, 0.00, 0.01, 0.00, -0.05, 0.00, 0.00, 0.00, 0.00, 0.00, 0.00, 0.00, 0.00, 0.00, 0.00, -0.01, 0.00, 0.01, -0.02, -0.02, -0.30, 0.01, 0.00, 0.00, 0.00, 0.00, 0.00, 0.00, 0.00, 0.01, 0.00, 0.00, 0.00, 0.00, 0.00, 0.00, 0.00, 0.00, 0.00, 0.00, 0.00, 0.00, 0.00, 0.00, 0.00, 0.00, 0.01, 0.00]}

***

# 3
{"formula": "C22H28O18Pd2", "method": "wB97M-V/def2-TZVPD", "largest_force_ha_per_bohr": 0.1353, "e_tot_ha": -2464.78181, "gap_ev": [7.95, 5.32], "lumo_ev": [-1.027, -3.200], "e_above_lowest_kj_mol": 0.0, "spin_multiplicity": 5, "species": ["Pd", "Pd", "C", "C", "O", "H", "H", "H", "H", "H", "C", "C", "O", "H", "H", "H", "H", "H", "C", "C", "C", "O", "C", "C", "C", "O", "O", "O", "H", "H", "C", "C", "O", "C", "O", "O", "H", "H", "H", "H", "C", "C", "O", "C", "O", "O", "H", "H", "H", "H", "C", "C", "O", "C", "O", "O", "H", "H", "H", "H", "C", "C", "O", "C", "O", "O", "H", "H", "H", "H"], "xyz": [[-3.669434, -0.254097, -0.230579], [-0.895264, -0.383347, -3.099399], [0.673616, -0.439447, 0.356211], [-0.783234, -0.024497, 0.334101], [-1.385594, -0.179967, -0.932019], [1.187856, -0.615557, -0.588589], [0.827116, -1.445687, 0.746121], [1.269876, 0.172033, 1.033461], [-0.730424, 1.056503, 0.463521], [-1.402974, -0.365597, 1.163361], [-4.062364, 0.206743, 4.627021], [-3.416244, 0.286173, 3.155841], [-4.332214, -0.108187, 2.162381], [-4.232844, -0.857747, 4.787951], [-5.023874, 0.707263, 4.741391], [-3.426364, 0.735653, 5.336851], [-2.532144, -0.344627, 3.063221], [-3.247734, 1.347413, 2.972931], [-5.163684, -2.113507, -3.501219], [-5.795654, -2.896547, -4.583259], [-4.954414, -2.986687, -5.933519], [-5.480964, -3.574967, -6.904959], [-3.723714, -2.285537, -6.057609], [-3.211834, -1.484077, -5.045269], [-4.041484, -1.425317, -3.714419], [-3.620544, -0.669657, -2.669899], [-2.084204, -0.903237, -5.162499], [-6.929174, -3.367947, -4.560309], [-5.579574, -2.224727, -2.510729], [-3.151274, -2.172667, -6.966439], [0.293766, -3.937267, 2.794751], [1.819046, -3.816557, 2.747641], [2.386016, -4.591837, 3.720971], [1.458686, -5.176197, 4.429331], [1.611516, -6.057937, 5.191651], [0.198656, -4.685867, 4.014201], [-0.079784, -4.116357, 1.786541], [-0.168964, -2.984027, 3.050341], [2.047666, -2.751117, 2.721861], [2.119546, -4.243757, 1.790931], [3.246456, 2.928763, -0.703639], [3.306656, 3.505543, -2.094979], [3.145126, 4.938443, -1.966889], [3.325666, 5.228003, -0.614179], [3.332786, 6.339693, -0.211879], [3.409856, 4.132253, 0.012941], [4.141566, 2.309073, -0.650289], [2.403196, 2.400413, -0.258829], [2.391186, 3.131073, -2.552999], [4.259036, 3.447893, -2.622009], [-0.334284, 5.402613, 0.445561], [0.240126, 6.008173, 1.712971], [1.149816, 5.045993, 2.185681], [0.784866, 3.811513, 1.754671], [1.301106, 2.717613, 2.182371], [-0.239004, 4.007323, 0.682091], [0.200426, 5.671713, -0.465349], [-1.379034, 5.712973, 0.428561], [-0.403164, 6.452633, 2.472401], [0.764946, 6.860693, 1.281821], [4.180436, -2.157697, -1.572389], [3.864896, -2.959147, -0.320569], [3.938146, -2.044297, 0.640371], [4.724816, -1.067867, 0.276451], [5.158826, -0.111337, 0.982111], [4.948256, -1.138407, -1.105829], [3.284566, -1.733157, -2.025449], [4.723946, -2.765447, -2.295809], [4.512006, -3.752117, 0.054341], [2.849356, -3.350117, -0.383139]], "forces_ev_per_a": [[0.9, -0.3, -1.1], [-1.7, 0.0, 1.0], [0.6, -1.7, 1.1], [1.0, 2.0, -1.9], [-1.3, -0.9, 0.3], [-0.4, 1.0, -0.6], [-0.4, -0.4, 0.5], [0.1, 0.3, -0.3], [-0.1, 0.4, 0.5], [0.1, -0.8, 0.1], [0.4, -0.1, -1.7], [-2.4, -0.3, 1.5], [0.9, 0.3, -0.3], [0.3, 0.1, 0.7], [-0.1, 0.0, -0.7], [0.4, -0.6, 0.1], [0.3, 0.4, 0.0], [0.6, 0.2, -0.4], [-1.9, -2.7, -1.7], [-0.7, 0.3, -0.2], [-2.6, -1.4, -1.5], [1.3, 1.1, 1.9], [0.3, 0.4, -0.7], [1.3, 1.5, 2.8], [2.8, 3.2, 3.0], [0.6, -1.3, -2.8], [-1.6, -0.9, 0.6], [1.9, 0.5, 0.1], [-0.1, 0.4, 0.0], [-0.3, -0.6, -0.4], [1.4, 1.9, 1.9], [-0.6, 1.5, -3.5], [1.5, 0.5, 0.7], [-2.5, -0.5, -0.9], [-0.1, -0.1, 0.9], [-0.4, -1.7, -0.1], [-0.6, -1.8, 0.5], [0.1, 0.2, 0.0], [0.8, -0.2, 0.6], [0.4, 0.1, -0.1], [1.8, 0.4, -0.2], [-1.8, 0.8, -1.2], [-0.1, -0.3, 1.0], [-0.8, 1.3, -3.7], [0.1, 0.7, 0.8], [0.8, -1.9, 4.5], [0.0, -0.1, 0.9], [-0.3, 0.1, -0.7], [0.6, 0.0, -1.2], [-0.3, -1.0, 0.0], [-1.0, -0.2, 1.2], [0.9, 1.9, -1.8], [-0.3, -1.7, 0.3], [1.2, -2.9, 0.3], [-3.2, 5.5, -2.7], [2.3, -1.7, 2.4], [0.0, 0.0, 0.1], [-0.1, -0.3, -0.6], [-0.3, -0.9, 0.1], [0.7, 0.2, 0.7], [-0.5, -2.2, -1.2], [-1.3, -2.9, -2.0], [-0.3, 2.8, 3.6], [2.5, 5.9, 1.2], [-1.9, -4.4, -2.9], [1.3, 1.6, 2.5], [-0.2, -0.3, -0.1], [0.0, 0.2, -0.2], [0.4, -0.5, -1.1], [0.0, -0.1, 0.1]], "mulliken_spin": [0.90, 0.94, 0.01, 0.00, 0.11, 0.02, 0.00, 0.00, 0.01, -0.01, 0.01, 0.00, 0.88, 0.00, 0.00, 0.00, 0.02, 0.07, 0.20, -0.02, 0.01, 0.24, 0.38, 0.03, -0.05, 0.06, 0.17, 0.03, 0.01, 0.00, 0.00, 0.00, 0.00, 0.00, 0.00, 0.00, 0.00, 0.00, 0.00, 0.00, 0.00, 0.00, 0.00, 0.00, 0.00, 0.00, 0.00, 0.00, 0.00, 0.00, 0.00, 0.00, 0.00, 0.00, 0.00, 0.00, 0.00, 0.00, 0.00, 0.00, 0.00, 0.00, 0.00, 0.00, 0.00, 0.00, 0.00, 0.00, 0.00, 0.00]}